Computed, not measured: a molecular structure, C27H24ClN3O4W, with ωB97M-V/def2-TZVPD.

Each line ends with the natural charge from an NBO analysis.
Geometry (Å):
W 0.40 -0.76 -0.06  1.579
C -3.57 -1.37 -1.89  -0.203
C -2.20 -1.29 -1.68  0.091
N -1.67 -0.93 -0.52  -0.516
C -2.49 -0.55 0.51  0.209
C -3.89 -0.59 0.37  -0.096
C -4.42 -1.03 -0.86  -0.068
C -4.69 -0.12 1.44  -0.154
C -4.08 0.41 2.54  -0.171
C -2.67 0.49 2.64  -0.179
C -1.86 -0.01 1.66  0.099
N -0.45 0.01 1.55  -0.581
C 0.37 0.76 2.44  0.103
C 0.19 1.05 3.77  -0.187
C 1.12 1.85 4.46  -0.177
C 2.23 2.36 3.85  -0.153
C 2.49 2.01 2.50  -0.097
C 3.62 2.44 1.77  -0.055
C 3.81 2.03 0.48  -0.246
C 2.89 1.14 -0.09  0.109
N 1.82 0.72 0.58  -0.500
C 1.58 1.19 1.84  0.218
H -3.94 -1.68 -2.85  0.252
H -1.50 -1.53 -2.48  0.225
H -5.49 -1.08 -0.99  0.251
H -5.77 -0.15 1.36  0.245
H -4.67 0.81 3.35  0.248
H -2.28 0.98 3.51  0.234
H -0.64 0.65 4.33  0.234
H 0.93 2.07 5.50  0.249
H 2.92 3.00 4.38  0.246
H 4.34 3.10 2.25  0.252
H 4.65 2.35 -0.11  0.260
H 3.02 0.77 -1.09  0.227
C 2.08 -1.90 2.71  -0.631
C 1.60 -2.16 1.31  -0.084
C 2.48 -2.03 0.21  -0.178
C 2.07 -2.31 -1.09  0.046
C 2.99 -2.14 -2.26  -0.648
C 0.74 -2.80 -1.28  -0.264
C -0.04 -3.24 -0.19  0.109
C -1.29 -4.03 -0.39  -0.654
C 0.34 -2.80 1.08  -0.235
H 1.24 -1.70 3.39  0.242
H 2.77 -1.06 2.76  0.236
H 2.60 -2.79 3.07  0.265
H 3.47 -1.62 0.38  0.270
H 2.46 -1.74 -3.12  0.262
H 3.37 -3.13 -2.54  0.271
H 3.84 -1.51 -2.02  0.238
H 0.41 -2.99 -2.29  0.269
H -2.08 -3.68 0.27  0.248
H -1.07 -5.07 -0.13  0.281
H -1.62 -4.01 -1.42  0.243
H -0.31 -2.99 1.92  0.269
O 0.75 -0.23 -2.29  -0.844
Cl 0.17 1.15 -2.33  2.557
O -0.93 1.19 -3.20  -0.715
O -0.26 1.25 -0.90  -0.781
O 1.17 2.09 -2.61  -0.720

Its charge is +2. The calculation puts the HOMO energy at -13.9 eV. The calculated total energy is -2035.10092 hartree. Its LUMO energy is -7.0756 eV. The gap between HOMO and LUMO is 6.83 eV. For the energy above the lowest of the compared OMol25 structures with the same formula, charge and spin, the calculation gives 0.1 kcal per mole. For the molar mass, the calculation gives 673.80 g mol⁻¹. The strongest force on any atom is 0.009 Eh/bohr.